The following is a DFT calculation (ωB97M-V with the def2-TZVPD basis set) of a molecular structure, C16H16CrN2O2S.

## Properties
E_HOMO (alpha / beta): -7.46 / -7.77 eV
Energy above the lowest of the compared OMol25 structures with the same formula, charge and spin: 37.8 kJ/mol
Orbital gap (alpha / beta): 7.55 / 7.76 eV

```
! RIJCOSX wB97M-V def2-TZVPD def2/J DEFGRID3
* xyz 0 5
Cr -0.653 -0.885 -1.624
O -2.577 -0.986 -1.399
C -3.278 -0.835 -0.302
C -4.684 -0.840 -0.404
C -5.495 -0.673 0.694
C -4.944 -0.490 1.965
C -3.577 -0.484 2.094
C -2.715 -0.652 0.994
C -1.300 -0.619 1.265
N -0.382 -0.757 0.377
N 0.932 -0.675 0.782
C 1.734 -0.790 -0.243
O 1.348 -0.940 -1.475
C 3.193 -0.766 0.025
C 4.083 -0.684 -1.043
C 5.449 -0.648 -0.813
C 5.938 -0.701 0.484
C 5.054 -0.789 1.552
C 3.688 -0.819 1.326
H -5.105 -0.984 -1.391
H -6.570 -0.683 0.567
H -5.580 -0.358 2.830
H -3.128 -0.345 3.072
H -0.981 -0.458 2.294
H 3.689 -0.656 -2.050
H 6.135 -0.583 -1.648
H 7.005 -0.678 0.664
H 5.433 -0.834 2.565
H 2.990 -0.884 2.149
C -2.034 2.267 -1.479
S -0.641 1.591 -2.407
C 0.766 2.282 -1.512
H -1.797 2.288 -0.417
H -2.878 1.600 -1.636
H -2.276 3.265 -1.837
H 0.973 3.290 -1.862
H 1.619 1.639 -1.715
H 0.568 2.276 -0.442
*
```

The following is a DFT calculation (ωB97M-V with the def2-TZVPD basis set) of a molecular structure, C16H16FN6O5OsTe.

## Properties
E_HOMO (alpha / beta): -11.75 / -11.55 eV
Energy above the lowest of the compared OMol25 structures with the same formula, charge and spin: 0.0 kJ/mol
Orbital gap (alpha / beta): 6.71 / 6.65 eV

```
! RIJCOSX wB97M-V def2-TZVPD def2/J DEFGRID3
* xyz 1 1
Os -0.128 0.058 0.353
O 0.418 -5.266 -2.428
C 0.295 -4.117 -1.761
C 0.588 -3.994 -0.395
C 0.428 -2.756 0.181
N 0.023 -1.724 -0.544
C -0.291 -1.813 -1.832
C -0.169 -3.012 -2.492
C -0.803 -0.494 -2.379
O -1.097 -0.342 -3.528
O -0.903 0.451 -1.433
C 0.603 -2.370 1.631
O 1.043 -3.093 2.466
O 0.135 -1.118 1.876
H 0.742 -5.978 -1.862
H 0.922 -4.832 0.204
H -0.423 -3.103 -3.538
C -3.703 1.535 1.229
Te -2.913 -0.425 1.026
C -3.755 -0.720 -0.899
H -4.786 1.473 1.189
H -3.327 2.167 0.428
H -3.394 1.917 2.198
H -3.418 0.066 -1.568
H -4.837 -0.717 -0.801
H -3.436 -1.693 -1.268
N -0.837 4.115 3.796
N -0.609 3.488 2.594
N -0.167 4.145 1.547
C 0.035 3.164 0.683
N -0.286 1.981 1.222
N -0.695 2.206 2.463
H -1.177 5.051 3.609
H -1.496 3.565 4.335
H 0.406 3.297 -0.318
F 5.733 1.195 -0.997
C 4.441 0.981 -0.745
C 3.639 0.489 -1.763
C 2.305 0.250 -1.494
C 1.755 0.526 -0.232
C 2.600 1.062 0.753
C 3.950 1.266 0.513
H 4.068 0.303 -2.738
H 1.688 -0.122 -2.299
H 2.220 1.285 1.742
H 4.613 1.650 1.277
*
```

The following is a DFT calculation (ωB97M-V with the def2-TZVPD basis set) of a single C16H16N2O4 molecule.

## Properties
E_HOMO: -8.05 eV
SMILES: O=C(NCc1ccco1)[C@H]1CC(=O)N(c2ccc(O)cc2)C1
Energy above the lowest of the compared OMol25 structures with the same formula, charge and spin: 88.2 kJ/mol
Orbital gap: 8.58 eV

```
! RIJCOSX wB97M-V def2-TZVPD def2/J DEFGRID3
* xyz 0 1
O 1.712 -1.563 -2.111
C 1.066 -2.164 -1.286
N -0.186 -2.633 -1.524
H -0.693 -3.059 -0.763
C -1.000 -2.042 -2.576
C -1.735 -0.857 -2.035
C -1.276 0.359 -1.619
C -2.396 1.044 -1.087
C -3.448 0.192 -1.214
O -3.059 -0.965 -1.779
H -4.484 0.285 -0.955
H -2.406 2.027 -0.664
H -0.270 0.719 -1.688
H -1.705 -2.783 -2.955
H -0.312 -1.736 -3.368
C 1.562 -2.445 0.138
C 0.748 -1.564 1.099
N 1.438 -0.292 1.041
C 2.746 -0.430 0.667
O 3.578 0.443 0.642
C 2.972 -1.896 0.322
H 3.504 -2.384 1.139
H 3.570 -1.967 -0.586
C 0.759 0.914 1.271
C 1.211 2.104 0.708
C 0.507 3.276 0.897
C -0.666 3.285 1.642
C -1.116 2.100 2.212
C -0.408 0.929 2.032
H -0.770 0.026 2.500
H -2.022 2.113 2.797
O -1.399 4.417 1.835
H -0.961 5.163 1.408
H 0.868 4.194 0.453
H 2.118 2.110 0.127
H 0.774 -1.974 2.118
H -0.294 -1.440 0.793
H 1.469 -3.508 0.366
*
```

The following is a DFT calculation (ωB97M-V with the def2-TZVPD basis set) of a molecular structure, C16H16N2O5 at a distorted geometry.

## Properties
E_HOMO: -8.20 eV
Energy above the lowest of the compared OMol25 structures with the same formula, charge and spin: 1615.2 kJ/mol
Orbital gap: 8.21 eV

```
! RIJCOSX wB97M-V def2-TZVPD def2/J DEFGRID3
* xyz 0 1
C -0.582 -4.186 0.091
H 0.158 -5.069 0.130
O 0.325 -2.991 0.337
C -0.339 -1.878 0.291
C -1.658 -1.746 -0.239
C -2.210 -0.338 -0.057
C -1.413 0.662 0.445
C -0.049 0.541 0.564
C 0.399 -0.756 0.622
O 1.733 -1.199 1.099
C 2.588 0.045 1.427
C 2.910 0.785 0.128
C 3.020 0.179 -1.213
O 3.434 1.508 -1.777
N 3.699 2.427 -1.104
C 3.409 2.005 0.368
C 3.735 2.748 1.473
H 4.014 3.828 1.168
H 4.544 2.574 2.020
H 2.744 3.084 2.097
C 2.561 -0.876 -1.917
H 2.550 -1.636 -1.010
H 1.576 -0.668 -2.130
H 3.196 -0.962 -2.512
H 2.297 0.655 1.990
H 3.604 -0.693 1.749
H 0.616 1.157 0.976
H -1.647 1.966 0.231
C -3.621 -0.071 -0.437
O -4.271 -0.946 -0.815
O -3.869 1.385 -0.602
C -5.244 1.566 -1.061
C -5.947 2.084 0.230
N -6.588 2.271 1.100
H -5.725 0.629 -1.354
H -5.127 2.592 -1.647
H -2.334 -2.340 -0.569
H -0.962 -4.104 -0.769
H -1.525 -4.232 0.674
*
```

The following is a DFT calculation (ωB97M-V with the def2-TZVPD basis set) of a molecular structure, C16H16N2O6S at a distorted geometry.

## Properties
E_HOMO: -8.17 eV
Energy above the lowest of the compared OMol25 structures with the same formula, charge and spin: 1084.6 kJ/mol
Orbital gap: 8.49 eV

```
! RIJCOSX wB97M-V def2-TZVPD def2/J DEFGRID3
* xyz 0 1
C -0.025 2.083 -2.455
H -0.328 2.471 -3.446
O 1.299 2.186 -2.197
C 1.955 1.760 -1.199
C 3.337 2.084 -1.199
C 4.071 1.771 0.073
C 3.423 1.064 1.012
C 2.160 0.394 0.813
C 1.455 0.894 -0.262
H 0.297 0.664 -0.408
C 1.580 -0.443 2.058
O 2.242 -0.929 2.855
O 0.174 -0.679 1.441
C -0.443 -1.523 2.707
H 0.257 -2.474 2.728
C -1.782 -1.820 2.178
O -2.597 -2.573 2.703
N -2.164 -1.423 0.911
C -3.421 -1.989 0.434
C -3.828 -1.336 -0.765
C -5.047 -1.982 -1.179
C -5.530 -2.570 0.034
S -4.490 -2.850 1.328
H -6.542 -3.057 0.048
H -5.554 -2.005 -1.998
C -3.059 -0.609 -1.687
O -1.911 -0.115 -1.528
N -3.510 -0.277 -2.755
H -4.410 -0.309 -3.155
H -3.038 0.493 -3.479
H -1.538 -1.021 0.404
H -0.467 -1.055 3.487
H 3.903 0.429 1.954
O 5.354 2.123 0.082
C 6.140 1.678 1.240
H 7.095 2.000 1.353
H 6.257 0.391 1.228
H 5.610 2.172 2.394
H 3.840 2.783 -1.639
H -0.040 1.031 -2.425
H -0.725 2.567 -1.689
*
```

The following is a DFT calculation (ωB97M-V with the def2-TZVPD basis set) of a molecular structure, C16H17BGaN8S7.

## Properties
E_HOMO: -10.02 eV
Energy above the lowest of the compared OMol25 structures with the same formula, charge and spin: 0.0 kJ/mol
Orbital gap: 7.32 eV

```
! RIJCOSX wB97M-V def2-TZVPD def2/J DEFGRID3
* xyz 1 1
Ga -0.565 -0.306 0.416
B 2.155 -0.742 1.930
N 1.007 -0.244 2.854
C 0.973 0.054 4.150
C -0.347 0.269 4.531
C -1.081 0.067 3.375
N -0.252 -0.252 2.370
N 2.281 0.293 0.763
C 3.389 0.767 0.203
C 3.048 1.555 -0.888
C 1.669 1.499 -0.934
N 1.196 0.758 0.088
H 1.786 -1.796 1.459
H 3.189 -0.800 2.531
H 1.882 0.095 4.726
H -0.714 0.522 5.510
H -2.144 0.133 3.209
H 4.356 0.518 0.608
H 3.709 2.072 -1.562
H 0.995 1.964 -1.636
N -1.804 -3.437 1.479
C -2.708 -2.522 1.084
N -2.412 -1.278 0.786
C -3.531 -0.545 0.443
C -4.691 -1.225 0.485
S -4.397 -2.858 0.964
C -3.251 0.854 0.134
C -4.104 1.844 -0.170
S -3.260 3.345 -0.304
C -1.780 2.549 0.083
N -1.910 1.241 0.242
N -0.639 3.226 0.225
H -0.821 -3.231 1.386
H -2.063 -4.406 1.539
H -5.691 -0.886 0.270
H -5.170 1.794 -0.308
H -0.623 4.226 0.124
H 0.199 2.752 0.524
C 4.018 -1.651 -3.972
S 2.936 -1.722 -2.522
C 1.553 -0.806 -3.078
C 0.352 -0.866 -2.482
S -0.084 -1.916 -1.147
S -0.866 0.234 -3.083
C 0.125 1.084 -4.229
S -0.381 2.364 -5.097
S 1.714 0.388 -4.350
H 4.868 -2.284 -3.726
H 4.373 -0.639 -4.156
H 3.517 -2.055 -4.848
*
```